[1]
This record from OMol25 describes a molecular structure, C4H6O2. The level of theory is wB97M-V/def2-TZVPD.

```
12
Properties=species:S:1:pos:R:3:forces:R:3
O 0.149 1.390 0.781 0.0 -0.1 0.1
O -0.998 -1.510 -0.716 0.2 0.5 0.0
C 0.048 0.311 -1.894 0.0 0.0 -0.1
C -0.026 0.121 0.665 0.0 -0.1 0.3
C 0.070 -0.502 1.921 0.0 -0.4 -0.2
C -0.381 -0.469 -0.681 -0.2 -0.3 -0.1
H 1.134 0.457 -1.884 -0.1 0.0 0.0
H -0.248 -0.230 -2.794 0.0 0.1 0.1
H 0.027 0.987 1.991 0.1 0.2 -0.2
H -0.407 1.306 -1.879 0.1 -0.1 0.0
H -0.437 -1.440 2.129 0.1 0.1 0.0
H 1.068 -0.421 2.360 -0.1 0.1 0.0
```
Positions in Å, forces in eV/Å.

Calculated values
ΔE to the lowest compared entry with this formula, charge and spin ... 3.580 eV



[2]
This record from OMol25 describes C5H3F3 in the gas phase in a non-equilibrium geometry. The level of theory is wB97M-V/def2-TZVPD.

```
11
Properties=species:S:1:pos:R:3:forces:R:3
F -1.588 -0.061 -1.343 0.5 -0.5 0.1
F -1.811 1.318 0.228 0.0 1.2 0.4
F -2.006 -0.733 0.707 1.0 0.1 -0.7
C 0.653 1.075 1.073 -2.5 -0.8 -1.6
C 0.178 0.066 0.221 1.5 3.6 3.2
C 1.314 -1.679 -1.280 0.9 0.3 0.8
C 0.922 -0.928 -0.425 -0.2 -0.4 -1.0
C -1.255 0.153 -0.055 -3.1 -1.1 -0.3
H -0.151 1.888 1.411 2.4 -2.0 -0.6
H 2.028 -2.225 -1.837 -0.2 -0.5 -0.5
H 1.717 1.125 1.300 -0.4 0.1 0.2
```
Positions in Å, forces in eV/Å.

Calculated values
ΔE to the lowest compared entry with this formula, charge and spin ... 1.161 eV
Structure (SMILES) ... C#CC(=C)C(F)(F)F



[3]
This record from OMol25 describes C11H16O2S in the gas phase in a non-equilibrium geometry. The level of theory is wB97M-V/def2-TZVPD.

```
30
Properties=species:S:1:pos:R:3:forces:R:3
S 2.293 -2.109 -0.007 0.2 0.0 -0.8
O -0.024 -1.048 -1.675 0.4 -0.5 -1.3
O -3.783 -0.772 -0.488 -2.4 0.6 1.9
C -1.593 -0.624 -0.049 -1.7 -0.4 -0.2
C -3.601 -0.270 0.762 1.6 -0.2 0.7
C -0.180 1.712 -1.125 1.2 -3.3 0.9
C 0.591 0.750 -0.113 -0.6 -0.7 -2.5
C 0.640 -1.884 0.674 0.2 3.0 -5.7
C 2.928 -0.361 0.173 -0.3 -2.7 1.5
C -0.152 -0.627 -0.348 2.9 -1.9 2.1
C -2.613 -1.000 -0.942 5.8 -0.7 -2.4
C 2.098 0.650 -0.590 -2.6 -3.3 0.9
C -2.290 -0.203 1.161 -0.5 0.4 -1.9
C 0.563 1.306 1.270 0.2 3.0 -2.6
H -2.424 -1.410 -2.000 -0.8 0.8 2.0
H -0.384 1.493 1.623 -2.4 -0.2 0.9
H 0.502 2.413 -1.442 1.3 1.9 -1.0
H 3.023 -0.428 1.316 -0.1 1.5 -1.6
H 2.056 0.253 -1.633 0.7 1.4 0.5
H -1.893 0.291 2.064 -0.5 -0.8 -0.6
H -4.438 -0.031 1.301 -2.1 0.5 0.9
H 0.861 -1.368 -2.009 -1.1 0.5 1.5
H 1.137 0.800 1.925 1.8 -1.7 2.4
H 2.483 1.535 -0.239 1.2 2.8 -0.8
H 3.916 -0.449 -0.265 0.3 0.2 0.2
H -0.948 2.125 -0.580 -1.9 1.2 0.9
H 0.078 -2.710 0.378 -1.0 -1.5 0.6
H -0.558 1.092 -1.937 0.1 0.4 -0.1
H 0.804 -1.498 1.587 -0.5 0.6 3.6
H 0.908 2.373 1.208 0.4 -0.8 0.0
```
Positions in Å, forces in eV/Å.

Calculated values
ΔE to the lowest compared entry with this formula, charge and spin ... 0.749 eV
Structure (SMILES) ... CC1(C)CCSC[C@@]1(O)c1ccoc1



[4]
This record from OMol25 describes 2 unconnected molecules or ions with the total composition C7H13N. The level of theory is wB97M-V/def2-TZVPD.

```
21
Properties=species:S:1:pos:R:3:forces:R:3
N 1.470 0.308 -2.165 0.1 -0.1 0.0
C 0.605 0.977 -3.043 0.0 0.0 0.0
C -0.651 1.285 -2.749 0.1 0.0 0.0
C -0.187 -1.367 1.744 0.0 0.3 0.3
C 1.668 0.807 -1.021 -0.1 -0.3 -0.4
C -0.841 0.962 2.415 0.3 -0.2 0.1
C -0.053 -2.522 0.805 0.0 0.1 0.1
C -0.713 -0.183 1.458 0.2 -0.1 -0.2
H -1.054 1.024 -1.781 -0.1 0.0 0.0
H -0.483 -2.293 -0.169 0.0 0.0 0.0
H 2.293 0.249 -0.331 0.0 0.2 0.2
H -0.302 1.834 2.041 -0.2 0.1 -0.1
H -1.887 1.222 2.589 0.0 0.1 -0.1
H 0.169 -1.506 2.764 0.0 -0.2 0.0
H -1.288 1.762 -3.477 -0.1 0.0 0.0
H 0.997 -2.784 0.670 0.0 -0.1 0.0
H 1.219 1.765 -0.752 0.1 0.1 0.3
H -0.559 -3.395 1.218 0.0 -0.1 -0.1
H -1.037 -0.016 0.435 -0.2 0.1 0.0
H 1.019 1.160 -4.027 0.0 0.0 0.0
H -0.386 0.712 3.377 -0.1 0.0 0.0
```
Positions in Å, forces in eV/Å.

Calculated values
ΔE to the lowest compared entry with this formula, charge and spin ... 2.075 eV
Structure (SMILES) ... C/C=C/C.C=CN=C



[5]
This record from OMol25 describes a molecular structure, C34H32N4O2Pb. The level of theory is wB97M-V/def2-TZVPD.

```
73
Properties=species:S:1:pos:R:3:forces:R:3
Pb -0.315 0.187 0.031 0.2 -0.1 0.1
O 2.206 3.011 -1.864 0.0 0.0 0.0
O 0.730 2.676 -0.205 -0.1 0.1 -0.1
N -2.515 -1.126 0.384 0.0 0.0 0.0
N -2.244 1.145 -1.196 0.0 0.1 0.1
N -0.396 -2.177 -0.998 0.0 -0.1 0.0
N -1.212 0.431 2.319 -0.1 0.0 0.0
C -3.285 2.963 -2.333 0.0 0.0 0.0
C 3.808 0.139 -4.091 0.0 0.0 0.0
C -2.158 -2.532 0.639 0.1 0.0 0.0
C -2.111 0.592 4.917 0.0 0.0 0.0
C 2.442 -1.460 1.394 0.1 0.0 0.0
C 2.834 1.073 -4.651 0.0 0.0 0.0
C -2.215 2.398 -1.668 0.0 0.0 0.0
C 3.548 0.700 0.750 0.2 0.0 -0.1
C 3.239 0.017 3.111 -0.1 0.1 0.0
C -0.865 1.097 4.578 0.0 0.0 0.0
C 2.011 1.778 -3.880 0.0 0.1 0.1
C 3.096 0.744 -1.830 0.0 0.0 0.0
C -4.433 2.205 -2.500 0.0 0.0 0.0
C -0.451 0.992 3.266 0.0 0.0 0.0
C -1.040 -4.430 -0.601 0.0 0.0 0.0
C -3.351 0.408 -1.359 0.0 0.0 0.0
C 2.014 1.668 -2.387 0.2 -0.1 0.0
C 1.530 3.394 -0.792 0.0 0.0 0.2
C 3.054 -0.259 1.757 -0.1 0.0 0.0
C 2.159 -2.048 3.712 0.0 0.0 0.0
C 1.992 -2.345 2.364 -0.1 0.0 0.0
C -3.278 -0.572 1.515 0.0 0.1 0.0
C -0.116 -4.869 -1.535 0.0 0.0 0.0
C 0.659 -3.936 -2.212 0.0 0.0 0.0
C 3.933 -0.011 -2.771 0.0 0.0 0.0
C 1.856 4.791 -0.372 0.0 0.0 -0.1
C 3.311 0.673 -0.535 -0.3 0.1 0.1
C -3.304 -1.012 -0.854 0.0 0.0 0.0
C -1.158 -3.070 -0.363 0.0 0.0 0.0
C -4.468 0.912 -2.001 0.0 0.0 0.0
C -2.897 0.007 3.936 0.0 0.0 0.0
C -2.417 -0.049 2.638 0.0 -0.1 0.0
C 0.492 -2.601 -1.905 0.0 0.0 0.0
C 2.796 -0.872 4.080 0.0 0.0 0.0
H 4.672 -0.675 -2.344 0.0 0.0 0.0
H -2.469 0.652 5.937 0.0 0.0 0.0
H 0.518 1.359 2.947 0.0 0.0 0.0
H -2.835 -1.632 -1.619 0.0 0.0 0.0
H -3.053 -3.164 0.626 0.0 0.0 0.0
H 1.376 -4.236 -2.963 0.0 0.0 0.0
H 1.303 2.480 -4.301 0.0 0.0 0.0
H 3.746 0.929 3.405 0.0 0.0 0.0
H -0.006 -5.925 -1.738 0.0 0.0 0.0
H -1.666 -5.132 -0.064 0.0 0.0 0.0
H 4.198 1.489 1.124 0.1 0.0 0.0
H -1.303 2.953 -1.488 0.0 0.0 0.0
H -3.990 -1.307 1.902 0.0 0.0 0.0
H 1.026 1.342 -2.050 0.0 0.0 -0.1
H -1.735 -2.596 1.645 0.0 0.0 0.0
H 1.091 -1.835 -2.390 0.0 0.0 0.0
H -3.873 -0.393 4.173 0.0 0.0 0.0
H -3.219 3.975 -2.704 0.0 0.0 0.0
H 1.549 -3.286 2.067 0.0 0.0 0.0
H -5.353 0.299 -2.111 0.0 0.0 0.0
H -0.223 1.555 5.316 0.0 0.0 0.0
H 4.447 -0.413 -4.765 0.0 0.0 0.0
H -5.296 2.618 -3.005 0.0 0.0 0.0
H 2.410 -1.741 0.348 -0.1 0.0 -0.1
H -4.321 -1.391 -0.706 0.0 0.0 0.0
H 0.935 5.346 -0.203 0.0 0.0 0.0
H 2.472 5.287 -1.115 0.0 0.0 0.0
H 1.829 -2.747 4.469 0.0 0.0 0.0
H 2.793 1.195 -5.725 0.0 0.0 0.0
H 2.394 4.750 0.576 0.0 0.0 0.0
H 2.970 -0.656 5.126 0.0 0.0 0.0
H -3.866 0.271 1.141 0.0 0.0 0.0
```
Positions in Å, forces in eV/Å.

Calculated values
ΔE to the lowest compared entry with this formula, charge and spin ... 0.157 eV
Charge ... +2



[6]
This record from OMol25 describes a gas-phase ion, C10H13BrNO (charge +1) in a non-equilibrium geometry. The level of theory is wB97M-V/def2-TZVPD.

```
26
Properties=species:S:1:pos:R:3:forces:R:3
Br 2.890 -0.280 0.351 -1.3 0.1 0.1
O 0.610 -0.795 -1.162 -0.9 1.8 0.2
N -1.026 -2.341 0.423 1.4 -0.8 1.3
C -1.098 2.898 -0.828 2.0 0.4 2.0
C 0.801 -2.158 -1.360 2.1 -1.2 1.3
C -0.244 -1.486 1.345 3.0 0.4 -0.2
C -0.639 3.915 0.047 1.3 -2.9 -0.5
C -0.178 -3.096 -0.571 -0.5 -0.5 0.3
C 0.853 2.240 1.027 -0.8 -1.5 1.3
C 0.282 3.516 1.070 0.7 0.1 -1.7
C -0.564 1.615 -0.786 -3.1 -1.6 -0.5
C 0.934 -0.112 -0.024 -0.1 -3.4 1.5
C 0.374 1.231 0.115 1.6 1.5 1.0
H 1.489 1.911 1.895 -0.2 0.5 -1.3
H -1.648 -2.996 0.925 0.2 0.3 -0.3
H -1.557 -1.779 -0.137 -2.3 2.1 -1.6
H 0.260 -3.907 0.012 0.7 0.3 -0.2
H 1.894 -2.436 -1.204 -1.3 0.2 0.5
H 0.733 -2.267 -2.409 -0.7 -0.4 -1.1
H -1.147 0.761 -1.276 1.2 1.6 -0.1
H 0.421 -2.224 1.859 -0.3 1.1 -0.2
H 0.808 4.242 1.696 -0.7 -0.1 0.0
H -0.944 -3.609 -1.175 0.5 0.4 -0.4
H -0.780 4.911 -0.268 -0.6 1.2 0.5
H -0.777 -0.826 2.040 -0.3 -0.4 -0.6
H -1.747 3.073 -1.605 -1.6 0.8 -1.5
```
Positions in Å, forces in eV/Å.

Calculated values
ΔE to the lowest compared entry with this formula, charge and spin ... 0.000 eV
Charge ... +1